# 1
# C23H28F3N7

A single C23H28F3N7 molecule at a distorted geometry (the ωB97M-V functional and the def2-TZVPD basis, the Open Molecules 2025 dataset).

Each line ends with the natural charge from an NBO analysis.
CARTESIAN COORDINATES (ANGSTROEM)
C -3.457 -4.458 -1.587  -0.611
C -2.947 -3.031 -1.432  -0.408
C -1.533 -2.786 -1.998  0.151
C -0.493 -3.686 -1.337  -0.631
C -1.493 -2.993 -3.515  -0.620
N -1.246 -1.371 -1.764  -0.208
N -1.714 -0.479 -2.649  -0.070
N -1.436 0.679 -2.235  -0.054
N -0.793 0.626 -1.079  -0.332
C -0.669 -0.645 -0.765  0.330
C -0.008 -1.134 0.491  -0.108
C -1.042 -1.665 1.458  -0.066
C -2.325 -1.134 1.542  -0.178
C -3.217 -1.669 2.458  -0.255
C -2.790 -2.719 3.256  0.037
N -1.571 -3.225 3.191  -0.410
C -0.723 -2.709 2.321  0.052
N 0.838 -0.151 1.153  -0.440
C 1.975 0.254 0.343  -0.245
C 2.936 1.044 1.235  -0.218
N 2.295 2.218 1.783  -0.426
C 2.284 3.410 1.090  0.179
C 1.750 4.570 1.675  -0.238
C 1.791 5.788 1.034  -0.186
C 2.375 5.919 -0.215  -0.221
C 2.915 4.784 -0.801  -0.141
C 3.594 4.879 -2.135  0.974
F 3.422 3.782 -2.894  -0.326
F 3.180 5.919 -2.872  -0.322
F 4.934 5.024 -2.009  -0.331
C 2.876 3.551 -0.171  -0.214
C 1.147 1.808 2.565  -0.200
C 0.162 1.017 1.695  -0.262
H -2.821 -5.162 -1.059  0.205
H -3.511 -4.745 -2.633  0.207
H -4.457 -4.527 -1.166  0.221
H -3.632 -2.347 -1.938  0.217
H -2.941 -2.774 -0.369  0.212
H -0.622 -3.725 -0.258  0.219
H -0.601 -4.695 -1.726  0.232
H 0.513 -3.347 -1.576  0.218
H -2.249 -2.386 -4.002  0.240
H -1.661 -4.038 -3.754  0.213
H -0.519 -2.703 -3.904  0.221
H 0.670 -1.956 0.229  0.231
H -2.623 -0.314 0.903  0.231
H -4.219 -1.278 2.546  0.225
H -3.449 -3.178 3.981  0.197
H 0.265 -3.150 2.310  0.194
H 2.477 -0.641 -0.035  0.199
H 1.664 0.877 -0.510  0.198
H 3.841 1.317 0.696  0.213
H 3.222 0.410 2.081  0.205
H 1.312 4.522 2.660  0.210
H 1.370 6.657 1.518  0.216
H 2.410 6.869 -0.722  0.228
H 3.297 2.706 -0.690  0.218
H 0.635 2.667 2.991  0.209
H 1.503 1.170 3.380  0.198
H -0.672 0.685 2.316  0.208
H -0.219 1.670 0.896  0.215

Output
HOMO energy: -7.8 eV
Kohn-Sham gap: 0.306 Eh
charge: 0
LUMO: 0.01782 Ha
M: 459.52 g mol⁻¹
ΔE to the lowest compared entry with this formula, charge and spin: 0.8 kcal/mol
SMILES: CCC(C)(C)n1nnnc1[C@H](c1cccnc1)N1CCN(c2cccc(C(F)(F)F)c2)CC1

=====

# 2
# C11H11NS

A single C11H11NS molecule at a distorted geometry (the ωB97M-V functional and the def2-TZVPD basis, the Open Molecules 2025 dataset).

Each line ends with the natural charge from an NBO analysis.
CARTESIAN COORDINATES (ANGSTROEM)
C -2.621 2.817 -2.356  -0.700
C -1.601 2.143 -1.558  -0.014
C -0.946 1.474 -0.785  -0.026
C 0.079 0.777 0.133  -0.338
C 1.357 0.716 -0.652  -0.164
C 2.370 -0.015 -0.231  -0.184
C 2.216 -0.772 1.116  -0.407
S 3.268 -2.281 1.260  0.213
C 1.808 -3.189 1.652  -0.028
N 0.702 -2.572 1.542  -0.427
C 0.814 -1.273 1.224  0.093
C -0.202 -0.562 0.752  0.042
C -1.670 -0.967 0.753  -0.634
H -3.203 2.010 -2.909  0.240
H -2.401 3.700 -3.116  0.250
H -3.307 3.116 -1.447  0.247
H 0.247 1.562 0.939  0.254
H 1.400 1.070 -1.637  0.223
H 3.270 -0.200 -0.853  0.224
H 2.525 -0.124 2.000  0.245
H 1.987 -4.199 1.914  0.206
H -2.380 -0.298 1.490  0.222
H -1.728 -1.963 1.107  0.234
H -1.984 -0.970 -0.338  0.229

Output
HOMO energy: -8.0 eV
Kohn-Sham gap: 0.322 Eh
charge: 0
LUMO: 0.02658 Ha
M: 189.28 g mol⁻¹
ΔE to the lowest compared entry with this formula, charge and spin: 82.0 kcal/mol
SMILES: CC#C[C@@H]1C=C[C@@H]2SC=NC2=C1C

=====

# 3
# CH3NO4

2 unconnected molecules or ions with the total composition CH3NO4 at a distorted geometry (the ωB97M-V functional and the def2-TZVPD basis, the Open Molecules 2025 dataset).

Each line ends with the natural charge from an NBO analysis.
CARTESIAN COORDINATES (ANGSTROEM)
O -0.777 -0.278 0.833  -0.604
C -0.547 0.681 0.182  0.669
O 0.607 1.061 -0.224  -0.656
H -1.290 1.564 -0.109  0.113
H 1.282 0.440 0.015  0.486
O 0.570 -1.980 -2.473  -0.239
N 0.242 -1.706 -1.378  0.354
O 1.200 -2.069 -0.332  -0.594
H 0.868 -1.572 0.358  0.471

Output
HOMO energy: -10.7 eV
Kohn-Sham gap: 0.388 Eh
charge: 0
LUMO: -0.00482 Ha
M: 93.04 g mol⁻¹
ΔE to the lowest compared entry with this formula, charge and spin: 20.9 kcal/mol
SMILES: O=CO.O=NO

=====

# 4
# C2H3F3N2O

A single C2H3F3N2O molecule at a distorted geometry (the ωB97M-V functional and the def2-TZVPD basis, the Open Molecules 2025 dataset).

Each line ends with the natural charge from an NBO analysis.
CARTESIAN COORDINATES (ANGSTROEM)
C -1.901 -0.314 0.684  0.017
C -3.264 0.073 0.203  0.902
N 0.306 -0.011 0.142  0.053
N 1.085 0.225 -0.954  -0.623
O -0.959 -0.238 -0.232  -0.287
F -4.303 -0.728 0.630  -0.333
F -3.786 1.348 0.503  -0.345
F -3.322 0.009 -1.118  -0.312
H -1.699 -0.406 1.811  0.210
H 0.443 0.184 -1.832  0.351
H 1.734 -0.483 -1.191  0.368

Output
HOMO energy (alpha / beta): -9.0 / -9.1 eV
Kohn-Sham gap (alpha / beta): 0.330 / 0.316 Eh
charge: 0
LUMO (alpha / beta): -0.00271 / -0.01893 Ha
M: 128.05 g mol⁻¹
ΔE to the lowest compared entry with this formula, charge and spin: 111.3 kcal/mol

=====

# 5
# C23H19Cl3GeN6O2PtS2

A molecular structure, C23H19Cl3GeN6O2PtS2 at a distorted geometry (the ωB97M-V functional and the def2-TZVPD basis, the Open Molecules 2025 dataset).

Each line ends with the natural charge from an NBO analysis.
CARTESIAN COORDINATES (ANGSTROEM)
Pt -0.574 -0.734 -0.021  0.958
C 2.567 -1.613 1.903  -0.262
O 1.433 -0.738 1.780  -0.559
C 1.291 0.260 2.681  0.365
C 2.158 0.491 3.740  -0.308
C 1.944 1.581 4.571  -0.113
C 0.873 2.444 4.356  -0.210
C 0.008 2.217 3.308  -0.161
C 0.196 1.111 2.470  -0.070
N -0.693 0.848 1.367  -0.208
N -1.618 1.682 1.268  -0.090
C -2.295 1.950 0.101  0.048
C -1.767 1.686 -1.157  0.266
O -0.616 0.878 -1.308  -0.882
C -2.334 2.220 -2.306  -0.291
C -3.482 2.973 -2.203  -0.058
C -4.097 3.225 -0.963  -0.104
C -5.280 3.999 -0.873  -0.140
C -5.840 4.252 0.344  -0.177
C -5.240 3.749 1.518  -0.131
C -4.095 2.998 1.465  -0.229
C -3.499 2.717 0.221  0.066
H 2.532 -2.157 2.847  0.198
H 3.495 -1.047 1.829  0.213
H 2.496 -2.306 1.070  0.208
H 3.005 -0.156 3.913  0.250
H 2.629 1.764 5.388  0.254
H 0.722 3.295 5.005  0.256
H -0.822 2.883 3.128  0.254
H -1.864 2.054 -3.265  0.238
H -3.927 3.391 -3.098  0.250
H -5.726 4.389 -1.779  0.240
H -6.741 4.846 0.415  0.252
H -5.691 3.965 2.477  0.244
H -3.647 2.628 2.376  0.226
N -0.979 -1.777 3.418  -0.704
C -1.314 -2.593 2.444  0.327
N -1.300 -2.310 1.142  -0.540
C -1.706 -3.403 0.406  0.145
C -2.061 -4.515 1.154  -0.297
S -1.876 -4.221 2.801  0.623
C -1.696 -3.277 -0.994  0.142
C -1.985 -4.248 -1.941  -0.290
S -1.764 -3.651 -3.501  0.623
C -1.286 -2.096 -2.834  0.326
N -1.309 -2.057 -1.503  -0.560
N -0.984 -1.089 -3.625  -0.704
H -0.692 -0.822 3.229  0.442
H -1.054 -2.055 4.386  0.447
H -2.413 -5.471 0.794  0.294
H -2.302 -5.266 -1.772  0.292
H -0.953 -1.192 -4.629  0.449
H -0.750 -0.193 -3.223  0.436
Cl 0.921 2.321 -3.510  -0.285
Ge 1.150 1.399 -1.632  1.595
Cl 2.235 2.563 -0.313  -0.222
Cl 1.795 -0.617 -1.818  -0.334

Output
HOMO energy (alpha / beta): -15.6 / -15.6 eV
Kohn-Sham gap (alpha / beta): 0.226 / 0.129 Eh
multiplicity: 2
charge: +3
LUMO (alpha / beta): -0.34736 / -0.44480 Ha
M: 849.63 g mol⁻¹
ΔE to the lowest compared entry with this formula, charge and spin: 0.0 kcal/mol

=====

# 6
# C18H27N2O

A gas-phase ion, C18H27N2O (charge +1) at a distorted geometry (the ωB97M-V functional and the def2-TZVPD basis, the Open Molecules 2025 dataset).

Each line ends with the natural charge from an NBO analysis.
CARTESIAN COORDINATES (ANGSTROEM)
C 1.042 4.455 -3.255  -0.171
C 1.018 3.637 -2.358  -0.023
C 0.861 2.631 -1.289  -0.333
N 1.968 1.577 -1.278  -0.206
C 2.024 0.969 -2.644  -0.248
C 3.002 -0.178 -2.919  -0.620
C 3.303 2.207 -0.993  -0.228
C 3.455 2.674 0.421  -0.635
C 1.642 0.545 -0.232  -0.324
C 0.202 -0.139 -0.173  0.678
O -0.508 -0.117 -1.139  -0.597
N -0.247 -0.654 1.034  -0.617
C -1.422 -1.338 1.257  0.144
C -1.346 -2.504 2.055  -0.010
C -0.055 -2.985 2.648  -0.650
C -2.507 -3.279 2.248  -0.214
C -3.783 -2.818 1.867  0.025
C -5.002 -3.646 2.151  -0.633
C -3.868 -1.588 1.201  -0.216
C -2.711 -0.841 0.913  0.005
C -2.970 0.571 0.385  -0.635
H 0.901 5.215 -3.999  0.264
H 0.799 3.158 -0.322  0.255
H -0.124 2.111 -1.409  0.297
H 2.221 1.749 -3.381  0.243
H 1.047 0.576 -2.937  0.261
H 2.980 -0.429 -3.957  0.257
H 2.703 -1.059 -2.329  0.216
H 4.051 0.119 -2.639  0.211
H 4.140 1.529 -1.194  0.238
H 3.412 3.085 -1.629  0.250
H 4.382 3.229 0.463  0.256
H 2.631 3.327 0.718  0.217
H 3.533 1.881 1.158  0.217
H 2.359 -0.270 -0.352  0.250
H 1.824 0.955 0.782  0.247
H 0.424 -0.797 1.748  0.400
H 0.132 -2.506 3.613  0.227
H -0.146 -4.060 2.810  0.241
H 0.785 -2.795 1.981  0.199
H -2.361 -4.233 2.716  0.210
H -4.720 -4.596 2.574  0.220
H -5.633 -3.089 2.851  0.229
H -5.548 -3.838 1.229  0.226
H -4.823 -1.281 0.817  0.216
H -3.045 0.583 -0.708  0.234
H -2.125 1.244 0.692  0.196
H -3.897 1.014 0.802  0.231

Output
HOMO energy: -10.8 eV
Kohn-Sham gap: 0.311 Eh
charge: +1
LUMO: -0.08702 Ha
M: 287.43 g mol⁻¹
ΔE to the lowest compared entry with this formula, charge and spin: 12.9 kcal/mol
SMILES: C#CC[N+](CC)(CC)CC(=O)Nc1c(C)cc(C)cc1C

=====

# 7
# C4H4O3

A single C4H4O3 molecule (the ωB97M-V functional and the def2-TZVPD basis, the Open Molecules 2025 dataset).

Each line ends with the natural charge from an NBO analysis.
CARTESIAN COORDINATES (ANGSTROEM)
C -1.549 0.304 -0.526  -0.723
C -0.444 -0.649 -0.169  0.517
O -0.305 -1.746 -0.660  -0.491
C 0.624 -0.243 0.857  0.396
O 0.500 -0.337 2.054  -0.457
C 1.931 0.233 0.227  0.343
O 1.929 0.687 -0.890  -0.463
H -2.373 0.230 0.192  0.253
H -1.923 0.041 -1.517  0.249
H -1.194 1.339 -0.524  0.235
H 2.834 0.160 0.859  0.141

Output
HOMO energy: -9.8 eV
Kohn-Sham gap: 0.328 Eh
charge: 0
LUMO: -0.03199 Ha
M: 100.07 g mol⁻¹
ΔE to the lowest compared entry with this formula, charge and spin: 30.6 kcal/mol
SMILES: CC(=O)C(=O)C=O

=====

# 8
# C3H9ClNPS

A molecular structure, C3H9ClNPS at a distorted geometry (the ωB97M-V functional and the def2-TZVPD basis, the Open Molecules 2025 dataset).

Each line ends with the natural charge from an NBO analysis.
CARTESIAN COORDINATES (ANGSTROEM)
C 0.337 -2.114 -1.728  -0.632
C -0.238 2.018 1.473  -0.114
C -0.111 -1.184 -0.615  -0.715
N -0.673 1.012 0.681  -0.857
P 0.128 0.664 -0.808  1.004
S 2.189 1.132 2.460  -0.463
Cl -1.415 0.910 -1.990  -0.290
H 0.208 -3.164 -1.383  0.226
H -0.154 -1.981 -2.734  0.224
H 1.386 -2.038 -1.980  0.221
H -0.849 2.094 2.305  0.218
H 0.962 1.955 1.933  0.076
H 0.015 3.017 1.030  0.239
H 0.369 -1.382 0.422  0.240
H -1.174 -1.180 -0.384  0.217
H -0.978 0.239 1.317  0.408

Output
HOMO energy: -8.4 eV
Kohn-Sham gap: 0.253 Eh
charge: 0
LUMO: -0.05521 Ha
M: 157.61 g mol⁻¹
ΔE to the lowest compared entry with this formula, charge and spin: 85.9 kcal/mol